[1]
This record from the OMol25 dataset describes 2 unconnected molecules or ions with the total composition ClH3N2OS at a distorted geometry. The level of theory is wB97M-V/def2-TZVPD.

Output
Frontier orbital gap, eV: 9.18
Total charge: 0

Positions of all 8 atoms, in Å:
N 0.240 1.104 -0.868
N -1.345 -2.337 -0.214
O -1.252 -0.316 1.296
S -1.985 -1.062 0.280
Cl 1.618 0.444 -1.704
H 0.257 0.741 0.088
H -0.445 -2.679 0.093
H 0.390 2.111 -0.806

Partial charges, Mulliken, in e: -0.45, -0.39, -0.51, 0.58, -0.11, 0.31, 0.30, 0.27

[2]
This record from the OMol25 dataset describes a molecular structure, C6H9MgO4 at a distorted geometry. The level of theory is wB97M-V/def2-TZVPD.

Output
Frontier orbital gap (alpha / beta), eV: 3.45 / 3.22
Total charge: +1

Positions of all 20 atoms, in Å:
O -2.561 1.086 2.492
C -1.801 1.402 1.524
O -2.329 1.893 0.479
O -0.551 1.045 1.621
C 0.300 0.759 0.490
Mg -4.024 2.072 1.537
H -0.398 0.987 -0.328
H 1.145 1.266 0.975
C 2.713 0.427 -0.247
C 1.972 -0.670 -0.587
H 2.578 1.470 -0.541
H 3.697 0.252 0.195
H 2.273 -1.239 -1.473
C 0.591 -0.848 -0.110
C -0.276 -1.483 -1.187
O -1.570 -1.743 -0.682
H 0.510 -1.420 0.826
H 0.195 -2.426 -1.516
H -0.327 -0.813 -2.063
H -2.139 -2.019 -1.404

Partial charges, Mulliken, in e: -0.82, 1.50, -0.80, -0.30, -0.87, 1.11, 0.32, 0.59, -1.04, -0.35, 0.42, 0.28, 0.34, 0.60, -0.78, -0.51, 0.29, 0.35, 0.39, 0.32

[3]
This record from the OMol25 dataset describes C3H4N2O in the gas phase at a distorted geometry. The level of theory is wB97M-V/def2-TZVPD.

Output
Frontier orbital gap, eV: 9.62
SMILES: N#CC(=O)CN
Total charge: 0

Positions of all 10 atoms, in Å:
N 3.060 0.886 -0.004
C 2.062 0.318 0.055
C 0.815 -0.413 -0.024
O 0.665 -1.588 -0.018
C -0.486 0.484 -0.035
N -1.703 -0.298 0.010
H -0.483 1.140 -0.886
H -0.397 1.272 0.643
H -1.723 -1.126 -0.737
H -1.809 -0.675 0.997

Partial charges, Mulliken, in e: -0.32, 0.14, 0.60, -0.44, -0.74, -0.57, 0.35, 0.41, 0.30, 0.28

[4]
This record from the OMol25 dataset describes C3H5N3 in the gas phase at a distorted geometry. The level of theory is wB97M-V/def2-TZVPD.

Output
Frontier orbital gap, eV: 10.29
SMILES: [H]/N=C1\CN=CN1
Total charge: 0

Positions of all 11 atoms, in Å:
H -2.083 1.149 -0.374
N -1.187 1.566 -0.120
C -0.380 0.615 0.097
C -0.669 -0.875 0.035
N 0.596 -1.567 -0.287
C 1.474 -0.672 -0.132
N 0.948 0.719 0.385
H -1.022 -1.223 1.012
H -1.430 -1.085 -0.716
H 2.465 -0.328 -0.194
H 1.288 1.701 0.294

Partial charges, Mulliken, in e: 0.22, -0.76, 0.46, -0.35, -0.49, 0.03, -0.34, 0.24, 0.35, 0.34, 0.31

[5]
This record from the OMol25 dataset describes C2H4N6 in the gas phase at a distorted geometry. The level of theory is wB97M-V/def2-TZVPD.

Output
Frontier orbital gap, eV: 8.48
SMILES: N/N=C\c1nnn[nH]1
Total charge: 0

Positions of all 12 atoms, in Å:
N 2.362 -0.836 -0.210
N 2.163 0.470 -0.170
C 1.019 1.096 0.366
C -0.280 0.552 0.326
N -0.372 -0.830 0.422
N -1.547 -1.208 0.129
N -2.330 -0.200 -0.343
N -1.505 0.983 -0.282
H 3.329 -1.244 -0.637
H 1.540 -1.313 -0.203
H 1.251 2.117 0.146
H -1.951 1.895 -0.271

Partial charges, Mulliken, in e: -0.19, -0.29, -0.49, 0.64, -0.14, -0.42, -0.23, -0.03, 0.28, 0.26, 0.35, 0.26

[6]
This record from the OMol25 dataset describes a molecular structure, C4H5LiO2Tb at a distorted geometry. The level of theory is wB97M-V/def2-TZVPD.

Output
Frontier orbital gap (alpha / beta), eV: 6.92 / 4.39
Spin multiplicity: 8
<S²>: 16.6764
Total charge: +2

Positions of all 13 atoms, in Å:
H -2.232 0.608 -5.483
C -1.375 3.431 -6.138
C -2.650 2.812 -6.091
C -3.647 3.190 -5.157
C -3.415 3.624 -3.856
O -4.152 4.494 -3.274
Tb -4.525 5.729 -1.191
H -1.000 3.924 -5.224
H -3.007 2.416 -7.047
H -4.690 3.002 -5.427
H -2.552 3.229 -3.295
O -0.652 3.485 -7.163
Li -0.702 3.208 -8.939

Partial charges, Mulliken, in e: 0.06, 0.39, -1.00, 0.04, -0.09, -0.62, 1.60, 0.33, 0.27, 0.36, 0.43, -0.70, 0.93

[7]
This record from the OMol25 dataset describes C4H4N2O2 in the gas phase at a distorted geometry. The level of theory is wB97M-V/def2-TZVPD.

Output
Frontier orbital gap, eV: 8.88
SMILES: [H]/N=C/n1ccc(=O)o1
Total charge: 0

Positions of all 12 atoms, in Å:
H 0.461 0.137 -3.320
N 0.762 0.438 -2.325
C -0.096 -0.450 -1.672
N 0.029 -0.280 -0.320
C -0.944 -0.398 0.709
C -0.474 0.128 1.926
C 0.971 0.554 1.544
O 1.930 0.958 2.094
O 1.150 0.302 0.179
H -0.853 -1.195 -2.017
H -2.054 -0.693 0.334
H -0.882 0.498 2.867

Partial charges, Mulliken, in e: 0.23, -0.55, 0.06, 0.29, -0.19, -0.51, 0.57, -0.52, -0.28, 0.29, 0.25, 0.34

[8]
This record from the OMol25 dataset describes C11H14N2 in the gas phase at a distorted geometry. The level of theory is wB97M-V/def2-TZVPD.

Output
Frontier orbital gap, eV: 9.36
SMILES: c1ccc([C@]23CCCCN2N3)cc1
Total charge: 0

Positions of all 27 atoms, in Å:
C -3.795 1.016 0.247
C -2.947 1.417 -0.813
C -1.614 1.047 -0.691
C -1.173 0.314 0.407
C 0.293 -0.123 0.464
C 1.295 0.854 0.041
C 2.689 0.452 -0.418
C 2.629 -0.798 -1.258
C 1.924 -1.886 -0.381
N 0.526 -1.698 0.007
N 0.402 -1.160 1.437
C -2.096 -0.169 1.361
C -3.401 0.191 1.272
H -4.936 1.209 0.172
H -3.320 1.945 -1.738
H -0.959 1.332 -1.393
H 1.355 1.620 0.915
H 0.812 1.447 -0.855
H 3.256 0.327 0.423
H 3.233 1.199 -1.026
H 2.185 -0.508 -2.365
H 3.593 -1.274 -1.602
H 1.860 -2.817 -0.931
H 2.565 -1.968 0.451
H 1.356 -1.231 1.881
H -1.621 -0.564 2.249
H -4.110 -0.174 2.144

Partial charges, Mulliken, in e: -0.11, -0.81, -0.37, 0.02, 1.32, -0.44, -0.85, -0.51, -0.74, -0.51, -0.54, -0.18, -0.56, 0.23, 0.31, 0.44, 0.25, 0.14, 0.42, 0.30, 0.26, 0.34, 0.36, 0.35, 0.32, 0.34, 0.24